{
  "formula": "C39H82ClFN2O7P",
  "method": "the ωB97M-V functional and the def2-TZVPD basis",
  "e_homo_ev": -10.11,
  "spin_multiplicity": 1,
  "charge": 1,
  "mol_weight_g_mol": 776.517,
  "elements": ["C", "C", "C", "F", "C", "C", "C", "C", "C", "N", "C", "P", "C", "C", "C", "C", "C", "C", "C", "O", "C", "C", "C", "O", "Cl", "N", "C", "C", "C", "C", "C", "C", "C", "C", "C", "C", "H", "H", "H", "H", "H", "H", "H", "H", "H", "H", "H", "H", "H", "H", "H", "H", "H", "H", "H", "H", "H", "H", "H", "H", "H", "H", "H", "H", "H", "H", "H", "H", "H", "H", "H", "H", "H", "H", "H", "H", "H", "H", "H", "H", "H", "H", "H", "H", "H", "H", "H", "H", "C", "C", "O", "H", "H", "H", "H", "H", "H", "C", "C", "O", "H", "H", "H", "H", "H", "H", "C", "C", "O", "H", "H", "H", "H", "H", "H", "C", "C", "O", "H", "H", "H", "H", "H", "H", "C", "C", "O", "H", "H", "H", "H", "H", "H"],
  "positions_angstrom": [[-0.2667, -3.4658, 5.0965], [-0.9858, -2.3393, 4.1068], [0.1688, -1.5760, 3.1465], [1.5100, -2.1409, 3.4737], [-0.2254, -1.4288, 1.5751], [0.1698, 0.0435, 0.8864], [1.4781, 0.7822, 1.4858], [0.9986, 2.2877, 2.0388], [1.3891, 3.6302, 1.1269], [0.3359, 2.3960, 3.2234], [0.3933, -0.0804, -0.7554], [0.5598, 1.5676, -1.6732], [-1.0537, 2.5463, -1.1814], [0.3618, 1.3765, -3.5881], [-0.4799, 2.6586, -4.2279], [1.6094, -1.1554, -0.9406], [1.9404, -1.5301, -2.5374], [3.2625, -0.4365, -3.0247], [4.8397, -1.0331, -2.6539], [4.1830, -0.9576, -4.1600], [1.3654, -2.5721, -0.0827], [2.7100, -3.0350, 0.7122], [3.6116, -4.0799, -0.2354], [4.9175, -3.8865, -0.5115], [2.8867, -5.6696, -0.9583], [0.0689, -2.6044, 0.6918], [-0.1656, -3.9808, 1.2596], [-1.6921, -4.5533, 1.1571], [-2.3065, -4.7580, -0.3365], [-1.2357, -4.9778, -1.5477], [-3.2518, -3.4479, -0.7634], [-4.8371, -3.8205, -0.9507], [-5.8567, -2.9007, -0.0073], [-6.0343, -1.4108, -0.2068], [-6.3485, -0.7138, -1.6789], [-5.9714, -0.3402, 1.0751], [0.4351, -4.2046, 4.5217], [0.3790, -2.9510, 5.9565], [-1.0711, -4.1298, 5.6510], [-1.8671, -2.7437, 3.4776], [-1.4566, -1.5382, 4.8649], [0.1883, -0.5563, 3.6436], [-1.4223, -1.3697, 1.6002], [-0.7528, 0.7887, 1.0182], [2.2493, 1.0585, 0.6106], [2.1151, 0.2005, 2.2714], [1.8449, 4.4716, 1.8004], [0.3436, 4.0333, 0.7315], [2.0867, 3.3320, 0.2052], [0.2692, 1.4820, 3.5956], [-0.5925, -0.6114, -1.1712], [-1.0814, 3.6283, -1.6372], [-1.1827, 2.6540, -0.0236], [-1.9612, 1.9639, -1.6923], [-0.2384, 0.4027, -3.8916], [1.3771, 1.3388, -4.1668], [-0.1460, 3.5965, -3.6091], [-0.0641, 2.8206, -5.3260], [-1.6385, 2.4586, -4.1996], [2.6536, -0.7508, -0.5266], [1.0486, -1.2998, -3.2570], [2.3944, -2.6077, -2.6596], [3.0602, 0.7948, -2.8970], [4.2776, -1.7762, -1.9032], [5.4077, -1.9093, -3.1412], [1.2173, -3.3773, -0.9536], [3.4646, -2.1417, 0.9539], [2.5492, -3.6186, 1.7114], [-0.6755, -2.5327, -0.0718], [0.2005, -4.1613, 2.3549], [0.5009, -4.7225, 0.6003], [-1.6745, -5.6343, 1.6649], [-2.4960, -3.9441, 1.7790], [-3.0709, -5.6694, -0.2825], [-0.7445, -3.9637, -1.8902], [-0.4697, -5.8136, -1.2572], [-1.8342, -5.3818, -2.4916], [-3.1452, -2.5691, 0.0237], [-2.8729, -3.0481, -1.8185], [-5.1817, -3.6108, -2.0730], [-5.0829, -4.9655, -0.7491], [-6.5429, -3.3652, 0.8507], [-5.3933, -0.1647, -2.1369], [-7.1240, 0.1681, -1.4675], [-6.7918, -1.5093, -2.4294], [-4.8849, 0.1422, 1.1740], [-6.3235, -0.8268, 2.0834], [-6.7501, 0.5134, 0.7947], [-2.9962, -0.3166, 8.1657], [-2.9363, 0.0988, 6.7103], [-3.3703, -0.9700, 5.8824], [-2.3664, -1.1949, 8.3412], [-2.6603, 0.4950, 8.8171], [-4.0170, -0.5954, 8.4471], [-1.9110, 0.3553, 6.4273], [-3.5736, 0.9687, 6.5239], [-4.2845, -1.1845, 6.1358], [1.4727, 5.8913, -5.9630], [0.6098, 6.8743, -5.1992], [0.4863, 6.4621, -3.8461], [1.0382, 4.8870, -5.9243], [1.5740, 6.1924, -7.0094], [2.4705, 5.8239, -5.5172], [-0.3929, 6.9222, -5.6344], [1.0443, 7.8784, -5.2223], [1.3812, 6.4309, -3.4663], [3.3315, 6.1938, 4.5217], [3.4926, 4.7961, 5.0828], [2.2587, 4.3439, 5.6205], [2.9967, 6.8852, 5.3018], [4.2754, 6.5588, 4.1073], [2.5709, 6.2097, 3.7342], [4.2374, 4.7888, 5.8842], [3.8148, 4.0960, 4.3058], [1.6063, 4.3460, 4.8991], [2.6846, 11.0513, -7.7455], [2.1338, 10.0005, -6.8038], [1.0966, 9.2715, -7.4435], [1.8930, 11.7395, -8.0593], [3.4823, 11.6252, -7.2657], [3.0816, 10.5871, -8.6542], [1.7182, 10.4700, -5.9072], [2.9165, 9.3006, -6.4957], [1.4778, 8.8516, -8.2337], [2.5826, -8.8285, 1.6870], [1.7110, -9.8243, 0.9502], [0.5741, -9.1673, 0.4098], [2.0197, -8.3476, 2.4937], [3.4614, -9.3202, 2.1136], [2.9161, -8.0326, 1.0131], [1.3619, -10.6056, 1.6320], [2.2628, -10.3001, 0.1337], [0.8946, -8.4812, -0.2006]],
  "forces_ev_per_a": [[-0.1387, -0.2736, 0.3885], [0.7120, 0.1549, 1.1726], [-0.7158, -0.2485, 1.8930], [-2.3533, 0.9164, -1.4969], [-1.8304, 2.2207, 1.3245], [0.1749, 0.7904, -0.9746], [0.8277, 1.9413, -0.6822], [-0.4817, 0.0326, 2.5990], [-1.0279, -0.7862, 0.2674], [2.7598, 1.3385, -5.3848], [-1.5081, -3.0459, 0.7126], [0.2232, 1.5479, -0.1158], [-1.3216, -0.3948, -0.6267], [-1.4375, -0.6758, -1.6040], [1.2016, -0.1388, 0.2314], [1.1817, -0.1347, -0.4286], [1.7934, 1.7029, 0.0495], [2.3083, -0.1810, -2.0124], [-2.8721, -1.5340, -0.0146], [-4.6865, 0.8285, 4.2840], [1.8220, -0.3741, -2.6695], [1.1212, -0.5757, -0.1435], [7.4592, 1.3621, -1.3202], [-9.4427, -1.1837, 2.1428], [0.4018, 2.2183, 1.0971], [-0.6337, -0.0899, -1.1472], [-0.2353, -3.6871, 0.5138], [-0.5944, -0.8068, 0.3589], [-1.0611, 0.7987, -0.5995], [-0.8142, -0.8201, -0.0987], [0.0876, 0.0230, -0.4442], [-2.3549, 0.3649, -0.4829], [-0.2788, 3.4420, -0.2928], [0.4344, -2.5456, 0.3895], [0.9891, 0.3727, 0.7481], [-1.5220, -0.2104, -1.1815], [-1.3028, 1.4592, 1.0244], [-1.4159, -0.9862, -2.1173], [1.4641, 1.5271, -1.2714], [1.6262, 0.4500, 1.0494], [1.0517, -1.7287, -2.0790], [0.2711, -1.0624, -1.2528], [2.6026, -0.3546, 0.1312], [1.9314, -1.9897, 0.0446], [-1.8154, -0.8733, 1.8197], [-1.5319, 1.0236, -1.1557], [-0.7636, -1.8017, -1.2406], [2.3862, -0.7381, 0.6942], [-1.6311, 0.7402, 2.2376], [-0.1944, -1.2757, 0.6552], [1.7666, 0.8138, 0.7066], [0.4104, -2.2084, 0.8898], [0.2070, -0.4224, -2.2567], [1.6427, 1.2916, 1.4503], [1.2250, 1.8019, 0.6354], [-1.7342, -0.0161, 1.5220], [-1.0122, -1.5488, -1.4001], [-1.2256, -0.4157, 2.2825], [2.4551, 0.6272, -0.0812], [-2.4800, -0.5223, -0.8031], [1.6848, -0.6295, 1.4132], [-1.0207, 2.1474, 0.1345], [0.8338, -3.6282, -0.4891], [0.4718, 0.0424, -1.7184], [0.9435, 1.9166, 1.1156], [0.1014, 1.5522, 2.1567], [-1.7925, -1.9859, -0.6877], [-0.0007, 1.0901, -1.8867], [1.1378, -0.0405, 0.9966], [-0.5742, 1.0934, -2.0567], [-1.4992, 1.7141, 1.3807], [0.2944, 2.4256, -0.9971], [1.8865, -1.0733, -1.2078], [1.9417, 1.8353, -0.1254], [-0.6969, -2.0064, 0.7879], [-1.1481, 1.7650, -0.6697], [1.2865, 0.9290, 2.0170], [-0.2909, -1.7257, -1.5117], [-0.7450, -0.7289, 2.2695], [0.9830, -0.4937, 2.2800], [0.7572, 2.4552, -0.3353], [2.5217, 0.9499, -1.3445], [-2.0117, -1.2896, 0.8257], [1.5484, -2.1458, -0.4802], [1.0050, 1.7618, 1.6104], [-2.3896, -1.2543, -0.2920], [0.9194, 0.8355, -1.9763], [1.8019, -1.5842, 0.8377], [0.1449, 0.0139, 0.1961], [-0.2946, 0.0324, 0.3962], [-0.3705, -0.2969, -0.3198], [-0.0110, 0.1635, -0.0461], [-0.0760, -0.1082, -0.0076], [0.0542, 0.1451, -0.0041], [-0.1261, -0.0997, -0.1149], [0.1656, 0.1237, 0.0742], [0.4974, 0.0768, -0.1464], [0.0284, -0.0834, -0.2088], [0.3424, 0.0492, -0.0910], [0.1206, -0.2453, 0.6188], [-0.0205, 0.1524, -0.0561], [0.0452, -0.0587, 0.0934], [-0.0071, 0.0915, -0.0883], [0.1163, 0.0276, 0.2376], [-0.1302, -0.0624, -0.2300], [-0.4944, 0.0694, -0.2014], [0.1561, 0.2206, -0.0024], [-0.3168, 0.1495, -0.1445], [-0.2693, -0.1792, -0.0517], [0.1133, -0.1321, -0.0745], [-0.1050, 0.0344, -0.0195], [0.1000, -0.0229, -0.0340], [-0.2229, -0.1023, -0.0346], [0.2321, 0.0322, -0.0546], [0.2408, -0.0999, 0.3676], [0.0776, 0.2417, -0.0043], [0.1383, 0.0530, -0.3488], [-0.1557, -0.3904, -0.2364], [0.0968, -0.0893, 0.1415], [-0.0320, -0.0280, -0.1117], [0.0796, 0.0132, 0.1228], [-0.1009, -0.1769, -0.1469], [0.1421, 0.1088, 0.1474], [-0.2345, 0.2695, 0.3942], [0.1402, 0.0153, 0.2065], [0.2398, 0.2205, -0.0501], [-0.3121, 0.3685, -0.3114], [0.0412, -0.1589, -0.0405], [-0.0352, 0.1252, -0.0347], [0.0968, -0.1222, -0.0123], [-0.1233, 0.1546, -0.1983], [0.1068, -0.1196, 0.1407], [-0.1480, -0.4424, 0.3048]],
  "lowdin_charge": [-0.115, -0.145, -0.158, -0.097, -0.114, -0.204, -0.120, -0.283, -0.067, 0.110, -0.413, 0.934, -0.291, -0.424, -0.169, -0.223, -0.061, -0.145, -0.057, -0.191, -0.199, -0.062, -0.524, -0.066, 0.565, -0.060, -0.113, -0.130, -0.326, -0.098, -0.186, -0.193, -0.087, -0.268, -0.109, -0.109, 0.063, 0.102, 0.093, 0.090, 0.105, 0.122, 0.180, 0.142, 0.103, 0.128, 0.076, 0.077, 0.069, -0.015, 0.129, 0.063, 0.036, 0.066, 0.082, 0.073, 0.057, 0.086, 0.090, 0.137, 0.102, 0.123, 0.144, 0.023, 0.146, 0.120, 0.157, 0.131, 0.162, 0.131, 0.126, 0.150, 0.118, 0.145, 0.075, 0.077, 0.114, 0.100, 0.114, 0.116, 0.114, 0.109, 0.078, 0.088, 0.085, 0.083, 0.079, 0.075, -0.087, -0.325, -0.119, 0.078, 0.081, 0.077, 0.107, 0.112, 0.096, -0.084, -0.318, -0.101, 0.051, 0.072, 0.077, 0.121, 0.091, 0.086, -0.097, -0.333, -0.099, 0.081, 0.075, 0.060, 0.114, 0.100, 0.062, -0.093, -0.341, -0.099, 0.080, 0.076, 0.075, 0.116, 0.105, 0.091, -0.096, -0.321, -0.097, 0.075, 0.079, 0.036, 0.117, 0.112, 0.068]
}